# C24H42FO15S3

A cluster of 7 separate species, C24H42FO15S3 in total (ωB97M-V/def2-TZVPD, OMol25).

HOMO energy (eV): -7.3
F_max (eV/Å): 8.96
Molar mass (g mol⁻¹): 685.78
Net charge: -1

```
85
Properties=species:S:1:pos:R:3:forces:R:3
F -30.289 -22.774 0.121 -0.1 0.1 0.1
C -29.212 -19.253 -1.232 -7.5 -3.3 -0.9
C -29.894 -19.612 0.076 3.9 -1.5 1.3
C -28.824 -20.341 1.026 -1.8 -2.1 -2.1
O -28.237 -19.330 1.716 2.7 1.6 1.0
C -28.921 -18.218 1.627 -1.6 3.2 2.6
O -28.740 -17.158 2.267 -0.2 -3.5 -2.5
O -30.059 -18.454 0.899 -0.5 0.9 -0.4
H -30.054 -18.986 -1.931 0.8 0.6 0.5
H -28.920 -20.144 -1.674 1.6 -1.6 -0.6
H -28.618 -18.518 -1.079 4.5 4.6 0.5
H -30.697 -20.318 -0.020 -0.8 0.3 0.2
H -28.186 -21.185 0.720 0.6 1.3 -1.2
H -29.327 -20.978 1.673 -1.9 -0.7 1.9
C -30.639 -22.656 -4.180 -4.3 1.1 3.6
C -29.474 -23.207 -3.553 2.8 0.2 1.7
C -29.677 -24.237 -2.450 4.0 1.6 -0.3
O -29.162 -25.477 -2.954 -1.8 -0.5 3.8
C -28.667 -25.282 -4.108 3.2 -7.9 -2.7
O -28.141 -26.237 -4.764 -1.5 3.3 1.7
O -28.785 -24.117 -4.471 0.5 7.2 -3.6
H -30.517 -22.313 -5.135 0.3 0.4 -2.6
H -31.068 -21.677 -3.563 1.2 -2.6 -1.3
H -31.374 -23.481 -4.005 -0.3 1.0 -1.2
H -28.929 -22.288 -3.082 0.5 -2.0 -1.4
H -30.652 -24.268 -2.264 -3.9 -0.7 1.6
H -29.040 -23.811 -1.678 -0.6 -1.0 0.9
C -33.286 -21.619 2.306 1.7 0.1 3.5
C -33.469 -21.210 0.932 -0.8 -2.3 -3.0
C -33.345 -22.395 -0.090 3.9 0.0 -1.1
O -34.651 -22.631 -0.462 -2.5 -1.0 -0.5
C -35.495 -21.679 -0.014 -4.8 0.8 -1.5
O -36.734 -21.520 -0.297 5.5 -1.4 1.0
O -34.852 -20.823 0.745 0.5 0.8 0.4
H -33.969 -22.362 2.849 0.2 1.2 -1.5
H -33.344 -20.604 2.800 0.4 -1.4 0.6
H -32.270 -22.136 2.439 -1.0 1.3 -0.3
H -32.853 -20.429 0.509 0.2 0.4 0.9
H -32.721 -23.385 0.323 -1.9 2.8 -1.1
H -32.770 -21.991 -1.084 -1.0 -1.3 2.4
C -25.630 -24.735 0.486 -2.1 0.2 0.9
C -26.574 -23.449 0.542 -0.9 -3.8 -0.8
C -25.998 -22.470 -0.375 -0.7 0.2 -0.7
S -25.114 -23.283 -1.628 -0.3 0.4 -1.4
O -23.749 -22.917 -1.546 2.0 1.1 -0.1
O -25.792 -23.203 -2.893 -0.3 0.0 -0.1
C -25.225 -24.823 -0.945 -1.8 -4.6 -2.0
H -26.108 -25.668 0.947 0.4 1.3 -1.0
H -24.716 -24.605 1.023 0.6 0.5 0.7
H -26.763 -23.140 1.505 0.2 1.2 2.3
H -27.589 -23.794 0.268 0.3 0.2 -0.5
H -25.218 -21.972 0.055 2.0 1.7 1.6
H -26.639 -21.750 -0.796 -1.0 0.8 -0.6
H -24.340 -25.431 -0.996 0.8 0.3 -0.5
H -25.912 -25.358 -1.732 0.5 0.7 2.0
C -32.007 -27.217 1.766 -1.9 1.8 1.7
C -31.932 -26.354 0.489 0.1 3.3 0.7
C -33.203 -26.543 -0.338 1.4 2.5 -0.1
S -33.790 -28.075 -0.074 -0.3 -1.9 1.7
O -33.372 -28.922 -1.129 0.3 -1.0 -1.7
O -35.145 -28.127 0.367 -1.1 0.3 0.2
C -32.722 -28.436 1.297 -2.8 -0.5 1.3
H -32.650 -26.544 2.452 1.2 -1.6 -0.2
H -31.094 -27.700 2.228 -0.5 1.9 -0.4
H -31.104 -26.786 0.080 2.4 -0.5 -2.3
H -31.761 -25.129 0.569 0.0 -3.4 0.2
H -33.178 -26.386 -1.383 1.0 -0.2 -1.4
H -33.825 -25.739 -0.109 -1.8 0.9 1.2
H -31.974 -29.050 0.885 0.5 -1.6 -0.2
H -33.494 -28.885 2.010 1.7 0.1 -0.6
C -28.760 -25.302 3.522 -0.9 0.1 0.4
C -29.788 -24.224 3.309 -1.9 -4.0 6.4
C -29.949 -23.456 4.647 2.3 4.3 -7.2
S -28.310 -23.249 5.108 2.1 4.0 -0.1
O -28.081 -23.393 6.507 -0.3 -0.4 1.3
O -27.790 -22.008 4.512 -0.6 -1.6 0.1
C -27.676 -24.615 4.293 3.6 -2.9 -0.1
H -28.387 -25.743 2.593 -0.3 -0.3 0.3
H -29.226 -26.003 4.264 0.5 -0.1 -1.2
H -30.727 -24.627 3.066 -1.7 -1.4 0.3
H -29.757 -23.754 2.498 1.7 5.3 -6.5
H -30.360 -23.856 5.400 -3.8 -3.6 5.2
H -30.375 -22.455 4.393 0.3 -0.6 0.7
H -27.374 -25.417 5.060 0.3 1.8 -0.8
H -26.761 -24.286 3.686 -1.3 -0.4 0.9
```
Forces are in eV/Å.